*P*
{
  "formula": "C4H13N2Si",
  "method": "the ωB97M-V functional and the def2-TZVPD basis",
  "symbols": ["C", "N", "C", "Si", "C", "N", "C", "H", "H", "H", "H", "H", "H", "H", "H", "H", "H", "H", "H", "H"],
  "coordinates": [[0.931, 1.858, -1.374], [-0.129, 1.255, -2.085], [-1.496, 1.254, -1.561], [-1.497, -0.157, -0.171], [-0.294, -0.538, 1.327], [0.543, -1.524, 1.254], [1.312, -2.008, 2.333], [0.863, 2.922, -1.258], [1.207, 1.303, -0.466], [1.792, 1.711, -2.022], [-0.040, 0.673, -2.927], [-1.762, 2.227, -1.175], [-2.097, 0.697, -2.204], [-1.489, -1.297, -0.968], [-2.537, -0.054, 0.760], [-0.363, -0.155, 2.260], [0.713, -1.964, 0.424], [0.598, -2.305, 3.148], [1.850, -1.141, 2.767], [1.896, -2.757, 1.938]],
  "lumo_energy_ev": -4.933,
  "total_charge": 1,
  "homo_lumo_gap_ev": 6.774,
  "smiles": "CNC[SiH2]/C=[NH+]/C"
}

=====

*Q*
{
  "formula": "C4H13N2Si",
  "method": "the ωB97M-V functional and the def2-TZVPD basis",
  "symbols": ["C", "Si", "C", "C", "N", "C", "N", "H", "H", "H", "H", "H", "H", "H", "H", "H", "H", "H", "H", "H"],
  "coordinates": [[-0.300, -0.746, -1.657], [0.826, -0.136, -0.243], [0.806, -1.403, 1.241], [2.529, 0.556, -0.605], [-0.452, 1.412, 0.406], [-1.690, 1.316, 0.740], [-2.481, 0.249, 0.909], [-1.104, -1.486, -1.322], [-1.005, 0.013, -2.085], [0.048, -1.307, -2.544], [0.304, -0.847, 1.985], [0.157, -2.289, 0.930], [1.740, -1.816, 1.455], [3.249, -0.120, -1.095], [2.538, 1.503, -1.206], [3.036, 0.708, 0.356], [-0.189, 2.407, 0.385], [-2.378, 2.171, 0.844], [-3.508, 0.412, 0.998], [-2.128, -0.597, 0.508]],
  "lumo_energy_ev": -2.872,
  "total_charge": 1,
  "homo_lumo_gap_ev": 11.864,
  "smiles": "C[Si](C)(C)NC=[NH2+]"
}

=====

Which structure is the most stable? The one labeled *Q*.

=====

*P*
{
  "formula": "C12H16N6O3",
  "method": "the ωB97M-V functional and the def2-TZVPD basis",
  "symbols": ["N", "C", "C", "C", "C", "N", "C", "N", "C", "O", "N", "C", "C", "C", "C", "N", "C", "N", "C", "O", "O", "H", "H", "H", "H", "H", "H", "H", "H", "H", "H", "H", "H", "H", "H", "H", "H"],
  "coordinates": [[-0.374, -3.229, -0.156], [-1.065, -1.891, -0.222], [-2.468, -1.936, 0.414], [-3.354, -0.877, 0.000], [-4.613, -0.860, -0.478], [-4.970, 0.415, -0.713], [-3.894, 1.188, -0.485], [-2.939, 0.374, 0.019], [-0.139, -0.930, 0.451], [0.212, -1.154, 1.597], [0.237, 0.225, -0.256], [1.069, 1.268, 0.238], [2.358, 1.462, -0.451], [3.329, 0.336, -0.294], [3.365, -0.672, 0.630], [4.423, -1.382, 0.269], [4.982, -0.847, -0.845], [4.349, 0.210, -1.186], [0.223, 2.611, 0.430], [0.691, 3.744, 0.352], [-1.063, 2.432, 0.581], [0.459, -3.163, -0.831], [0.123, -3.179, 0.768], [-1.285, -1.662, -1.305], [-2.343, -1.952, 1.539], [-2.715, -2.940, 0.157], [-5.224, -1.680, -0.682], [-5.899, 0.714, -1.018], [-3.834, 2.293, -0.806], [-0.112, 0.262, -1.228], [1.328, 0.881, 1.276], [2.308, 1.674, -1.558], [2.744, 2.350, 0.154], [2.718, -0.865, 1.459], [4.788, -2.285, 0.644], [5.688, -1.503, -1.449], [-1.294, 1.488, 0.479]],
  "lumo_energy_ev": 0.466,
  "total_charge": 0,
  "homo_lumo_gap_ev": 9.042,
  "smiles": "N[C@@H](Cc1c[nH]cn1)C(=O)N[C@@H](Cc1c[nH]cn1)C(=O)O"
}

=====

*Q*
{
  "formula": "C12H16N6O3",
  "method": "the ωB97M-V functional and the def2-TZVPD basis",
  "symbols": ["C", "C", "N", "C", "C", "C", "C", "N", "C", "H", "H", "H", "H", "H", "H", "H", "H", "H", "H", "H", "H", "C", "O", "C", "N", "C", "N", "O", "N", "O", "C", "C", "N", "H", "H", "H", "H"],
  "coordinates": [[-1.606, 1.334, -2.038], [-1.435, 0.515, -0.776], [-0.030, 0.357, -0.468], [0.803, 1.335, -0.730], [2.262, 1.441, -0.316], [2.658, 2.849, -0.790], [1.460, 3.431, -1.544], [0.451, 2.412, -1.419], [-0.851, 2.639, -1.966], [-1.229, 0.757, -2.890], [-2.665, 1.539, -2.212], [-1.959, 1.018, 0.053], [-1.868, -0.480, -0.892], [2.380, 1.312, 0.766], [2.865, 0.668, -0.808], [2.889, 3.510, 0.050], [3.532, 2.836, -1.446], [1.086, 4.376, -1.125], [1.672, 3.615, -2.606], [-0.730, 3.088, -2.960], [-1.398, 3.375, -1.353], [-1.836, -1.565, 4.227], [-1.816, -2.852, 3.552], [-1.158, -2.887, 2.396], [-0.989, -4.112, 1.869], [-0.293, -4.132, 0.740], [0.150, -5.228, 0.031], [0.928, -4.724, -0.978], [0.977, -3.224, -0.897], [1.676, -2.636, -1.704], [0.180, -2.880, 0.162], [-0.074, -1.665, 0.763], [-0.742, -1.710, 1.895], [-2.576, -1.695, 5.014], [-0.856, -1.356, 4.666], [-2.120, -0.758, 3.546], [0.261, -0.503, 0.187]],
  "lumo_energy_ev": -0.233,
  "total_charge": 0,
  "homo_lumo_gap_ev": 7.328
}

=====

Which structure is the most stable? The one labeled *P*.

=====

*P*
{
  "formula": "C3H12N2O3",
  "method": "the ωB97M-V functional and the def2-TZVPD basis",
  "symbols": ["N", "C", "C", "O", "O", "O", "H", "H", "H", "H", "H", "H", "H", "C", "N", "H", "H", "H", "H", "H"],
  "coordinates": [[-0.894, 2.058, 0.979], [-0.017, 1.498, -0.031], [1.113, 0.416, 0.669], [1.938, 1.183, 1.490], [0.539, -0.534, 1.402], [1.840, -0.086, -0.433], [-1.406, 1.308, 1.432], [-0.325, 2.470, 1.712], [0.622, 2.296, -0.418], [-0.560, 1.209, -0.934], [2.444, 1.783, 0.933], [-0.271, -1.069, 0.745], [2.412, -0.791, -0.100], [-0.775, -1.968, -1.483], [-1.259, -1.329, -0.258], [0.081, -1.409, -1.855], [-0.475, -2.986, -1.262], [-1.534, -1.979, -2.278], [-2.084, -1.792, 0.108], [-1.389, -0.277, -0.416]],
  "lumo_energy_ev": 0.687,
  "total_charge": 0,
  "homo_lumo_gap_ev": 9.384,
  "smiles": "NCC(O)(O)O.CN"
}

=====

*Q*
{
  "formula": "C3H12N2O3",
  "method": "the ωB97M-V functional and the def2-TZVPD basis",
  "symbols": ["N", "C", "C", "N", "C", "O", "H", "H", "H", "H", "H", "H", "H", "H", "H", "H", "O", "H", "H", "O"],
  "coordinates": [[-0.549, 2.230, 0.486], [-0.761, 1.356, 1.496], [-0.411, -0.047, 1.412], [0.764, -0.249, 0.665], [1.143, -1.663, 0.521], [-1.524, -0.887, 0.944], [0.127, 2.943, 0.779], [-0.115, 1.802, -0.351], [-1.379, 1.664, 2.347], [-0.218, -0.357, 2.454], [0.781, 0.165, -0.271], [2.069, -1.805, -0.050], [0.414, -1.932, -0.244], [0.954, -2.276, 1.388], [0.229, -0.142, -2.277], [0.506, 1.613, -2.372], [-0.136, 0.989, -2.012], [-1.961, -0.289, 0.323], [-0.222, -1.732, -2.986], [0.287, -1.382, -2.252]],
  "lumo_energy_ev": -2.704,
  "total_charge": 0,
  "homo_lumo_gap_ev": 5.440
}

=====

Which structure is the most stable? The one labeled *P*.

=====

*P*
{
  "formula": "C11H16N3O",
  "method": "the ωB97M-V functional and the def2-TZVPD basis",
  "symbols": ["C", "C", "C", "C", "C", "C", "C", "C", "C", "C", "C", "N", "N", "N", "O", "H", "H", "H", "H", "H", "H", "H", "H", "H", "H", "H", "H", "H", "H", "H", "H"],
  "coordinates": [[1.434, 0.509, 1.589], [2.243, 1.364, 0.907], [0.469, -0.150, 0.781], [2.108, 1.600, -0.470], [0.403, 0.041, -0.580], [1.243, 0.949, -1.318], [1.155, -0.215, 2.774], [3.441, 2.259, 0.994], [-0.015, -0.892, 2.046], [3.328, 2.481, -0.538], [-0.929, -0.987, -1.629], [-0.357, -1.331, -2.771], [-2.168, -0.859, -1.286], [-3.684, -0.806, 1.189], [1.168, 1.128, -2.691], [1.996, -0.820, 2.998], [0.845, 0.355, 3.718], [3.357, 3.009, 1.645], [4.376, 1.734, 1.176], [-0.919, -0.406, 2.423], [-0.090, -1.889, 2.082], [4.053, 2.222, -1.186], [3.074, 3.505, -0.647], [0.634, -1.059, -2.727], [-0.764, -1.792, -3.477], [-2.891, -1.052, -1.952], [-2.536, -0.614, -0.420], [-3.635, -0.271, 2.047], [-4.719, -0.905, 1.388], [-3.409, -1.781, 1.376], [1.755, 1.858, -2.758]],
  "lumo_energy_ev": -2.671,
  "total_charge": 1,
  "homo_lumo_gap_ev": 9.064
}

=====

*Q*
{
  "formula": "C11H16N3O",
  "method": "the ωB97M-V functional and the def2-TZVPD basis",
  "symbols": ["H", "N", "C", "C", "C", "C", "C", "C", "N", "C", "O", "C", "C", "N", "C", "C", "H", "H", "H", "H", "H", "H", "H", "H", "H", "H", "H", "H", "H", "H", "H"],
  "coordinates": [[-3.493, -1.903, 0.280], [-3.496, -0.967, -0.048], [-2.459, -0.306, 0.019], [-2.479, 1.077, -0.314], [-1.447, 1.879, -0.035], [-0.093, 1.386, 0.323], [0.160, 1.314, 1.777], [-0.628, 1.657, 2.818], [0.141, 1.622, 3.953], [1.283, 1.104, 3.571], [1.277, 0.777, 2.262], [0.061, -0.308, -0.383], [-0.310, -0.211, -1.910], [1.419, -0.918, -0.221], [2.529, -0.084, -0.731], [-1.109, -0.994, 0.460], [-3.433, 1.360, -0.626], [-1.771, 2.970, -0.005], [0.657, 2.087, -0.225], [-1.645, 2.105, 2.923], [2.254, 0.948, 4.188], [-0.504, 0.812, -2.223], [-1.256, -0.801, -2.038], [0.429, -0.640, -2.474], [1.548, -1.185, 0.713], [1.409, -1.945, -0.504], [2.456, 0.264, -1.848], [2.673, 0.781, -0.128], [3.472, -0.590, -0.628], [-0.874, -0.784, 1.559], [-1.177, -2.053, 0.200]],
  "lumo_energy_ev": -3.290,
  "total_charge": 1,
  "homo_lumo_gap_ev": 9.255,
  "smiles": "[H]/N=C1/C=C[C@@H](c2cnco2)[C@@](C)([NH2+]C)C1"
}

=====

Which structure is the most stable? The one labeled *Q*.

=====

*P*
{
  "formula": "C3H6N2S3",
  "method": "the ωB97M-V functional and the def2-TZVPD basis",
  "symbols": ["C", "C", "C", "N", "N", "S", "S", "S", "H", "H", "H", "H", "H", "H"],
  "coordinates": [[-0.730, 1.330, 0.877], [0.588, 1.446, 0.691], [-0.017, -0.749, 0.209], [-1.101, 0.043, 0.480], [1.018, 0.167, 0.293], [0.123, -2.418, 0.009], [-2.692, -0.432, 0.405], [2.652, 0.073, -0.138], [-1.519, 2.125, 1.223], [1.227, 2.402, 0.706], [0.211, -0.857, -1.756], [2.743, -1.306, -0.137], [-2.459, -1.531, -0.381], [-0.043, -0.291, -2.482]],
  "lumo_energy_ev": 0.569,
  "total_charge": 0,
  "homo_lumo_gap_ev": 8.650
}

=====

*Q*
{
  "formula": "C3H6N2S3",
  "method": "the ωB97M-V functional and the def2-TZVPD basis",
  "symbols": ["C", "C", "C", "N", "N", "S", "S", "S", "H", "H", "H", "H", "H", "H"],
  "coordinates": [[2.666, -0.131, 0.043], [1.023, 2.131, -0.693], [-0.706, -2.067, 0.288], [0.070, 1.318, -0.283], [1.484, -0.638, -0.104], [4.206, -0.851, 0.127], [2.681, 1.665, 0.075], [0.927, -2.080, -0.570], [1.231, 2.183, -1.705], [0.911, 3.104, -0.232], [-0.852, -0.992, 0.068], [-0.456, -2.459, 1.201], [-1.199, -2.856, -0.202], [-0.086, 1.108, 0.689]],
  "lumo_energy_ev": [-2.637, -2.637],
  "total_charge": 0,
  "homo_lumo_gap_ev": [5.348, 5.348]
}

=====

Which structure is the most stable? The one labeled *P*.

=====

*P*
{
  "formula": "C8H11NO3",
  "method": "the ωB97M-V functional and the def2-TZVPD basis",
  "symbols": ["C", "C", "C", "C", "C", "C", "C", "C", "N", "O", "O", "O", "H", "H", "H", "H", "H", "H", "H", "H", "H", "H", "H"],
  "coordinates": [[-3.109, 0.304, -0.937], [-3.375, 0.520, 0.451], [-1.962, -0.424, -1.024], [-2.375, -0.074, 1.158], [0.880, 1.234, 0.823], [1.377, 0.147, 0.355], [3.597, 0.246, -0.672], [2.398, -0.639, -0.292], [-1.510, -0.659, 0.254], [-1.239, -0.900, -2.066], [-2.122, -0.205, 2.480], [-0.436, -1.336, 0.557], [-3.717, 0.647, -1.750], [-4.215, 1.047, 0.855], [-0.140, 1.306, 1.176], [1.450, 2.156, 0.893], [4.333, -0.347, -1.206], [4.061, 0.665, 0.218], [3.276, 1.061, -1.317], [2.712, -1.452, 0.369], [1.985, -1.085, -1.202], [-0.523, -1.421, -1.664], [-1.348, -0.790, 2.541]],
  "lumo_energy_ev": [-1.047, -1.041],
  "total_charge": 0,
  "homo_lumo_gap_ev": [5.854, 5.860]
}

=====

*Q*
{
  "formula": "C8H11NO3",
  "method": "the ωB97M-V functional and the def2-TZVPD basis",
  "symbols": ["N", "C", "C", "C", "C", "O", "O", "C", "C", "C", "C", "O", "H", "H", "H", "H", "H", "H", "H", "H", "H", "H", "H"],
  "coordinates": [[-1.263, -2.328, 1.823], [-0.113, -1.887, 1.001], [-0.058, -0.326, 1.099], [1.394, 0.212, 1.135], [2.092, -0.008, -0.261], [2.768, -0.942, -0.583], [2.007, 1.050, -1.092], [-0.930, 0.310, 0.070], [-2.109, -0.050, -0.544], [-2.408, 1.096, -1.393], [-1.350, 1.919, -1.325], [-0.443, 1.554, -0.395], [-2.150, -2.271, 1.315], [-1.273, -3.361, 1.943], [0.808, -2.203, 1.580], [-0.065, -2.309, -0.008], [-0.357, -0.063, 2.074], [1.967, -0.358, 1.848], [1.364, 1.215, 1.507], [1.619, 1.799, -0.663], [-2.602, -1.038, -0.516], [-3.276, 1.233, -1.991], [-0.969, 2.753, -1.983]],
  "lumo_energy_ev": 0.726,
  "total_charge": 0,
  "homo_lumo_gap_ev": 9.567,
  "smiles": "NC[C@@H](CC(=O)O)c1ccco1"
}

=====

Which structure is the most stable? The one labeled *Q*.